No. 1
Formula: C38H47ClF48O6SiTa
Source: OMol25
Level of theory: ωB97M-V/def2-TZVPD

The molecular weight is 1756.2 g/mol. Its energy above the lowest of the compared OMol25 structures with the same formula, charge and spin is 0.0 kcal/mol. The calculated total energy comes out at -204844.2997 eV.

```
! wB97M-V def2-TZVPD RIJCOSX def2/J DEFGRID3
* xyz -1 1
C 1.167 0.256 -0.602
C 0.044 0.721 -1.549
C -1.361 0.710 -0.923
C -1.720 1.897 0.033
C -0.532 2.809 0.401
Ta -3.564 3.041 -0.680
Cl -2.366 5.102 -1.286
Si -5.178 1.047 -0.002
C -5.849 1.169 1.759
C -6.693 1.025 -1.144
C -4.441 -0.694 -0.151
H 1.789 -0.524 -1.063
H 0.752 -0.167 0.323
H 1.839 1.070 -0.313
H 0.017 0.087 -2.446
H 0.280 1.730 -1.911
H -1.460 -0.231 -0.360
H -2.079 0.629 -1.750
H -2.038 1.448 0.988
H -0.855 3.629 1.055
H -0.080 3.282 -0.480
H 0.260 2.261 0.936
H -3.747 3.417 1.126
H -5.179 3.966 -0.833
H -3.631 2.233 -2.352
H -6.508 0.321 1.999
H -5.037 1.197 2.494
H -6.418 2.101 1.868
H -7.187 0.043 -1.152
H -7.428 1.774 -0.825
H -6.410 1.270 -2.175
H -3.627 -0.852 0.566
H -5.222 -1.443 0.041
H -4.040 -0.864 -1.158
C 4.428 -1.306 3.150
C 2.986 -0.969 2.764
C 1.941 -0.968 3.889
F 1.841 -2.211 4.421
F 0.748 -0.622 3.382
F 2.554 -1.754 1.764
F 3.022 0.327 2.332
O 4.835 -2.629 2.857
C 4.778 -3.640 3.752
C 3.956 -4.815 3.198
F 2.685 -4.427 2.979
F 3.944 -5.810 4.120
F 4.325 -3.258 4.960
F 6.038 -4.120 3.936
H 5.039 -0.677 2.506
H 4.611 -1.044 4.193
H 2.222 -0.263 4.675
H 4.399 -5.184 2.279
C 4.408 -8.520 -0.287
C 4.937 -7.101 -0.063
C 3.946 -5.960 -0.310
F 3.619 -5.931 -1.617
F 4.538 -4.787 0.012
F 6.071 -6.876 -0.747
F 5.228 -7.041 1.279
O 4.775 -9.128 -1.505
C 3.982 -9.083 -2.606
C 4.746 -8.510 -3.814
F 5.120 -7.242 -3.555
F 3.926 -8.508 -4.886
F 2.839 -8.412 -2.397
F 3.649 -10.356 -2.941
H 4.896 -9.118 0.480
H 3.332 -8.547 -0.111
H 3.047 -6.087 0.300
H 5.623 -9.124 -4.021
C -5.482 4.868 -5.490
C -6.214 3.655 -4.905
C -7.003 2.774 -5.883
F -8.012 3.482 -6.446
F -7.537 1.733 -5.215
F -7.009 4.021 -3.889
F -5.223 2.842 -4.446
O -6.159 6.104 -5.352
C -6.948 6.627 -6.311
C -8.347 6.968 -5.763
F -8.975 5.849 -5.364
F -9.075 7.535 -6.756
F -7.039 5.853 -7.410
F -6.412 7.814 -6.712
H -4.589 4.965 -4.874
H -5.192 4.679 -6.523
H -6.347 2.397 -6.672
H -8.256 7.667 -4.931
C -1.394 10.125 1.449
C -2.567 11.091 1.250
C -3.404 11.452 2.486
F -4.057 10.374 2.955
F -4.319 12.386 2.134
F -3.372 10.697 0.253
F -1.987 12.288 0.889
O -1.637 8.789 1.100
C -2.026 7.857 2.020
C -3.296 7.119 1.566
F -4.293 8.030 1.454
F -3.622 6.248 2.540
F -2.191 8.403 3.245
F -1.040 6.938 2.130
H -0.637 10.476 0.749
H -1.010 10.227 2.465
H -2.764 11.865 3.270
H -3.125 6.609 0.617
C 7.324 2.399 -2.918
C 6.219 2.902 -3.851
C 5.232 3.934 -3.284
F 4.530 3.392 -2.271
F 4.380 4.298 -4.262
F 5.549 1.876 -4.399
F 6.875 3.574 -4.853
O 7.082 1.142 -2.320
C 6.543 1.012 -1.082
C 5.304 0.097 -1.094
F 4.349 0.642 -1.859
F 4.850 0.003 0.178
F 6.261 2.196 -0.511
F 7.459 0.395 -0.287
H 8.183 2.242 -3.567
H 7.569 3.163 -2.180
H 5.766 4.818 -2.925
H 5.570 -0.895 -1.463
C 1.393 -7.628 5.578
C 0.375 -8.334 6.476
C 0.682 -9.784 6.876
F 0.684 -10.577 5.782
F -0.279 -10.219 7.717
F -0.863 -8.260 5.964
F 0.397 -7.646 7.663
O 1.051 -7.598 4.206
C 1.464 -8.521 3.316
C 0.269 -9.142 2.567
F -0.516 -9.804 3.435
F 0.747 -10.026 1.659
F 2.240 -9.476 3.855
F 2.213 -7.905 2.352
H 1.377 -6.588 5.897
H 2.393 -8.031 5.743
H 1.652 -9.849 7.376
H -0.301 -8.363 2.058
*
```

***

No. 2
Formula: C7H10OP2
Source: OMol25
Level of theory: ωB97M-V/def2-TZVPD

The molecular weight is 172.1 g/mol. Its energy above the lowest of the compared OMol25 structures with the same formula, charge and spin is 47.8 kcal/mol. The calculated total energy comes out at -28041.8362 eV.

```
! wB97M-V def2-TZVPD RIJCOSX def2/J DEFGRID3
* xyz 0 1
C -3.152 -0.004 -0.184
C -2.415 1.139 -0.449
C -2.538 -1.156 0.279
C -1.038 1.143 -0.234
C -1.163 -1.167 0.486
C -0.484 -0.013 0.225
C 2.409 0.054 0.974
O 1.970 -1.014 -1.411
P 2.404 1.605 0.090
P 2.051 -1.497 0.152
H -4.220 0.003 -0.344
H -2.904 2.029 -0.819
H -3.119 -2.046 0.479
H -0.442 2.027 -0.426
H -0.652 -2.055 0.834
H 2.140 0.124 2.020
H 1.068 -0.777 -1.657
H 3.353 2.239 0.892
H 3.337 1.268 -0.894
H 3.396 -1.900 -0.015
*
```

***

No. 3
Formula: C15H22N2O4S
Source: OMol25
Level of theory: ωB97M-V/def2-TZVPD

The SMILES is CCCS(=O)(=O)N1CCN(C(=O)c2cccc(OC)c2)CC1. The molecular weight is 326.4 g/mol. Its energy above the lowest of the compared OMol25 structures with the same formula, charge and spin is 42.1 kcal/mol. The calculated total energy comes out at -37917.2102 eV.

```
! wB97M-V def2-TZVPD RIJCOSX def2/J DEFGRID3
* xyz 0 1
C -5.290 -2.078 -0.213
C -4.974 -0.944 0.755
C -4.825 0.387 0.044
S -3.228 0.500 -0.816
O -3.089 1.848 -1.292
O -3.091 -0.561 -1.771
N -2.159 0.195 0.455
C -1.091 -0.737 0.164
C 0.054 -0.047 -0.588
N 0.507 1.090 0.177
C 1.740 1.277 0.704
O 2.029 2.281 1.329
C 2.748 0.196 0.468
C 2.606 -1.067 1.027
C 3.606 -2.010 0.845
C 4.735 -1.701 0.116
C 4.893 -0.427 -0.434
O 6.046 -0.216 -1.121
C 6.286 1.065 -1.655
C 3.894 0.521 -0.249
C -0.541 2.059 0.423
C -1.703 1.381 1.155
H -6.259 -1.919 -0.681
H -5.315 -3.029 0.313
H -4.534 -2.124 -0.992
H -4.041 -1.154 1.282
H -5.772 -0.866 1.499
H -5.586 0.538 -0.717
H -4.826 1.228 0.731
H -1.514 -1.535 -0.446
H -0.732 -1.149 1.113
H 0.877 -0.739 -0.764
H -0.337 0.305 -1.551
H 1.733 -1.306 1.615
H 3.502 -2.993 1.278
H 5.520 -2.425 -0.035
H 5.540 1.332 -2.410
H 6.302 1.829 -0.872
H 7.267 1.007 -2.124
H 3.982 1.520 -0.646
H -0.117 2.865 1.025
H -0.908 2.455 -0.529
H -2.543 2.070 1.228
H -1.392 1.079 2.161
*
```

***

No. 4
Formula: C10H9N5
Source: OMol25
Level of theory: ωB97M-V/def2-TZVPD

The molecular weight is 199.2 g/mol. Its energy above the lowest of the compared OMol25 structures with the same formula, charge and spin is 63.4 kcal/mol. The calculated total energy comes out at -17961.8659 eV.

```
! wB97M-V def2-TZVPD RIJCOSX def2/J DEFGRID3
* xyz 0 1
C -3.684 -1.461 0.380
C -1.130 -0.963 -0.120
C 1.147 -0.960 0.091
C 2.328 -1.575 0.091
C 3.616 -0.990 -0.113
C 3.629 0.453 -0.184
C 2.403 1.092 0.102
C 1.204 0.455 0.062
C -0.570 2.369 0.043
C -1.292 0.482 0.086
H -3.140 -1.269 1.500
H -4.166 -0.611 -0.316
H -4.446 -2.377 0.525
H -2.090 -2.606 -1.017
H 2.048 -2.618 0.320
H 4.676 -1.464 0.168
H 4.542 0.858 -0.364
H 2.607 2.189 0.398
H 0.204 3.188 0.383
N -2.355 -1.646 -0.528
N -0.024 -1.689 0.087
N -0.075 1.114 0.194
N -1.820 2.585 -0.180
N -2.319 1.250 -0.177
*
```